[1]
{
  "formula": "C31H18IN9O2S3ScSe",
  "method": "ωB97M-V with the def2-TZVPD basis set",
  "total_charge": -1,
  "lumo_ev": 0.89,
  "e_above_lowest_ev": 1.272,
  "e_tot_ev": -176606.0193,
  "orbital_gap_ev": 5.64,
  "elements": ["Sc", "C", "C", "N", "C", "C", "C", "O", "C", "C", "N", "C", "C", "C", "C", "C", "C", "I", "C", "O", "H", "H", "H", "H", "H", "H", "H", "H", "H", "H", "H", "H", "S", "N", "C", "C", "C", "C", "C", "N", "C", "C", "N", "C", "C", "C", "C", "C", "N", "H", "H", "H", "H", "H", "H", "S", "C", "S", "C", "C", "N", "C", "N", "Se", "C", "N"],
  "positions_angstrom": [[0.886, 1.009, 0.466], [3.213, -0.128, 3.811], [2.935, -1.359, 3.006], [3.093, -2.548, 3.542], [2.837, -3.646, 2.798], [2.405, -3.602, 1.499], [2.127, -4.888, 0.771], [2.941, -5.073, -0.388], [2.215, -2.331, 0.906], [1.679, -2.227, -0.444], [1.159, -1.177, -0.968], [0.518, -1.365, -2.221], [-0.375, -2.419, -2.426], [-1.035, -2.574, -3.635], [-0.821, -1.672, -4.666], [0.054, -0.611, -4.479], [0.708, -0.461, -3.266], [1.999, 1.143, -2.946], [2.495, -1.193, 1.658], [2.384, 0.001, 1.154], [3.557, -0.415, 4.802], [2.313, 0.481, 3.892], [3.964, 0.493, 3.317], [2.984, -4.600, 3.294], [1.098, -4.923, 0.408], [2.252, -5.718, 1.470], [3.861, -4.985, -0.117], [1.698, -3.144, -1.033], [-0.575, -3.102, -1.608], [-1.728, -3.395, -3.765], [-1.339, -1.785, -5.611], [0.227, 0.106, -5.271], [-6.814, 1.554, -0.887], [-5.994, 0.335, -0.216], [-4.717, 0.642, -0.328], [-3.604, -0.179, 0.122], [-3.773, -1.400, 0.772], [-2.658, -2.106, 1.149], [-1.406, -1.579, 0.848], [-1.230, -0.422, 0.233], [-2.312, 0.285, -0.113], [-2.071, 1.593, -0.750], [-0.796, 1.987, -0.877], [-0.548, 3.174, -1.419], [-1.548, 4.017, -1.893], [-2.856, 3.623, -1.762], [-3.132, 2.388, -1.174], [-4.484, 1.893, -0.970], [-5.591, 2.511, -1.333], [-4.774, -1.753, 0.985], [-2.731, -3.038, 1.691], [-0.506, -2.104, 1.148], [0.493, 3.461, -1.477], [-1.281, 4.974, -2.318], [-3.679, 4.246, -2.091], [2.679, 2.852, -0.022], [1.844, 4.133, 0.800], [0.335, 3.726, 1.499], [2.384, 5.412, 0.845], [3.628, 5.726, 0.211], [4.622, 6.005, -0.307], [1.707, 6.487, 1.503], [1.183, 7.366, 2.037], [-1.496, -0.648, 4.505], [-0.596, 0.208, 3.250], [-0.010, 0.739, 2.388]],
  "nbo_charge": [1.59, -0.65, 0.20, -0.40, -0.01, -0.09, -0.09, -0.72, -0.15, 0.16, -0.51, 0.18, -0.26, -0.20, -0.22, -0.23, -0.20, 0.30, 0.36, -0.80, 0.22, 0.25, 0.23, 0.18, 0.18, 0.17, 0.47, 0.20, 0.22, 0.21, 0.22, 0.23, 0.89, -0.61, 0.19, -0.13, -0.11, -0.23, 0.09, -0.47, 0.26, 0.17, -0.52, 0.13, -0.25, -0.11, -0.05, 0.09, -0.60, 0.23, 0.23, 0.22, 0.25, 0.24, 0.23, -0.31, -0.20, -0.24, -0.49, 0.32, -0.40, 0.33, -0.39, -0.25, 0.17, -0.72]
}

[2]
{
  "formula": "C22H23FN2O3S",
  "method": "ωB97M-V with the def2-TZVPD basis set",
  "lumo_ev": -0.10,
  "e_above_lowest_ev": 0.115,
  "e_tot_ev": -45863.2017,
  "smiles": "CCOCCCNC(=O)/C=C1\\Sc2ccccc2N(Cc2ccccc2F)C1=O",
  "orbital_gap_ev": 7.82,
  "elements": ["C", "C", "O", "C", "C", "C", "N", "C", "O", "C", "C", "S", "C", "C", "C", "C", "C", "C", "N", "C", "C", "C", "C", "C", "C", "C", "F", "C", "O", "H", "H", "H", "H", "H", "H", "H", "H", "H", "H", "H", "H", "H", "H", "H", "H", "H", "H", "H", "H", "H", "H", "H"],
  "positions_angstrom": [[3.720, -5.427, 0.708], [3.934, -4.422, -0.413], [3.710, -5.086, -1.648], [4.133, -4.385, -2.786], [3.364, -3.084, -3.047], [1.853, -3.336, -3.058], [1.094, -2.109, -2.986], [0.905, -1.472, -1.809], [1.275, -1.944, -0.733], [0.213, -0.198, -1.857], [-0.033, 0.459, -0.696], [0.486, -0.260, 0.791], [-0.107, 0.924, 1.964], [0.131, 0.580, 3.292], [-0.285, 1.392, 4.324], [-0.957, 2.566, 4.022], [-1.197, 2.918, 2.709], [-0.772, 2.110, 1.648], [-1.010, 2.494, 0.327], [-1.653, 3.777, 0.082], [-3.113, 3.782, 0.451], [-3.911, 2.656, 0.301], [-5.256, 2.689, 0.626], [-5.831, 3.854, 1.104], [-5.059, 4.992, 1.259], [-3.719, 4.936, 0.932], [-2.965, 6.049, 1.098], [-0.717, 1.767, -0.794], [-1.006, 2.193, -1.902], [4.410, -6.261, 0.602], [2.705, -5.810, 0.667], [3.881, -4.947, 1.669], [4.963, -4.033, -0.387], [3.238, -3.582, -0.293], [5.209, -4.155, -2.716], [3.977, -5.081, -3.615], [3.695, -2.663, -3.998], [3.588, -2.365, -2.258], [1.558, -3.885, -3.954], [1.597, -3.930, -2.177], [0.890, -1.618, -3.841], [-0.101, 0.231, -2.794], [0.651, -0.345, 3.487], [-0.094, 1.115, 5.349], [-1.301, 3.216, 4.812], [-1.730, 3.833, 2.524], [-1.565, 3.958, -0.996], [-1.111, 4.568, 0.607], [-3.472, 1.746, -0.081], [-5.857, 1.802, 0.502], [-6.880, 3.880, 1.356], [-5.477, 5.915, 1.629]],
  "nbo_charge": [-0.62, -0.08, -0.54, -0.05, -0.44, -0.23, -0.59, 0.62, -0.65, -0.30, -0.23, 0.49, -0.26, -0.19, -0.22, -0.20, -0.25, 0.21, -0.42, -0.25, -0.11, -0.18, -0.22, -0.19, -0.27, 0.39, -0.33, 0.65, -0.61, 0.21, 0.21, 0.21, 0.16, 0.19, 0.17, 0.18, 0.21, 0.21, 0.20, 0.23, 0.40, 0.24, 0.22, 0.22, 0.22, 0.22, 0.28, 0.22, 0.22, 0.22, 0.22, 0.23]
}